Entry 1:
# C25H35AgN2O6PS

A structure of composition C25H35AgN2O6PS (wB97M-V/def2-TZVPD, the OMol25 dataset).

Results
**Energy**: -2420.64678 Eh
**2S+1**: 1
**Total charge**: +1
**HOMO**: -0.3943 Ha
**Frontier orbital gap**: 4.681 eV

Positions of all 71 atoms, in Å:
N1 -0.6153 3.2878 -3.0912
C1 -2.5749 -2.8876 3.1103
C2 0.6454 -1.5366 0.2002
O1 -0.0082 -3.6350 1.0789
H1 -3.6547 -3.2002 1.2261
H2 -2.3701 2.4876 4.0695
H3 -4.4235 -2.5984 -0.8532
H4 2.9128 2.7798 -0.7074
H5 2.7016 3.0172 1.1798
Ag1 -5.0592 -2.1005 -3.3866
O2 -2.3818 -1.0582 5.2473
H6 -3.8361 1.8745 0.5997
C3 -4.3873 1.1501 0.0084
H7 2.4944 -0.2064 1.3012
C4 -3.1231 0.5363 3.6223
H8 4.6249 -2.3597 -0.9315
H9 -5.4557 1.3073 0.1516
C5 -0.3440 -2.5090 0.7468
H10 -2.2260 -4.1756 1.4158
C6 -2.6320 -3.1851 1.5923
O3 -1.6783 0.9760 -0.7550
H11 -5.8848 -1.5441 -0.8324
H12 2.0139 0.4277 -1.0780
O4 1.0904 3.1199 -0.1918
O5 -3.5285 -1.9114 3.5166
H13 -1.5865 -2.4658 3.3026
H14 -4.1716 0.6426 3.3488
C7 -1.2860 -0.0505 -0.2162
C8 -2.7584 1.6404 4.6309
H15 -2.0437 1.3188 5.3770
C9 4.7459 -1.2929 -1.1245
C10 -2.9560 -0.8514 4.2014
H16 -0.5569 5.1141 -2.0040
H17 2.3243 -2.2115 -0.8699
O6 1.2445 4.3056 -2.7651
H18 -4.1422 1.3348 -1.0370
C11 1.0066 0.7281 -0.8306
H19 -2.4539 0.6199 2.7642
C12 1.1234 1.8206 0.2521
C13 -4.7985 -1.5769 -0.8679
H20 5.1869 0.3111 -3.7074
C14 2.0899 -1.9787 0.1664
H21 3.4746 -1.5506 1.7534
C15 2.4079 2.5972 0.2305
C16 4.0515 -0.9715 -2.4537
H22 2.0920 -2.9293 0.6948
N2 0.3667 2.5570 -3.6752
H23 0.7025 1.6068 1.2218
C17 0.1719 -0.3695 -0.2504
C18 1.4761 3.1893 -3.4414
S1 3.1148 2.7999 -3.8599
C19 4.3741 0.4481 -2.9968
H24 -4.4567 -1.0369 -1.8146
C20 -2.2704 -0.9740 0.4190
C21 -0.0924 4.3239 -2.5543
H25 4.4120 -1.6917 -3.1888
H26 5.0983 -0.3702 0.7652
C22 3.1779 0.9799 -3.7976
H27 -3.6788 1.9913 5.0901
P1 -4.0539 -0.5744 0.5317
C23 4.2595 -0.4656 0.0773
H28 2.9661 -1.0699 -2.4292
H29 3.2646 0.6247 -4.8206
H30 -2.6347 -3.8048 3.6908
C24 -1.8102 -2.1433 0.8863
H31 2.2216 0.6332 -3.4143
H32 0.4555 1.1925 -1.6451
C25 3.0736 -1.0309 0.8863
H33 4.0496 0.5482 -0.2670
H34 4.7094 1.1351 -2.2230
H35 5.8092 -1.1092 -1.2758



Entry 2:
# C25H35BF2HgN9SSi

A structure of composition C25H35BF2HgN9SSi (wB97M-V/def2-TZVPD, the OMol25 dataset).

Results
**⟨S²⟩**: 0.774
**Energy**: -2532.32396 Eh
**2S+1**: 2
**Total charge**: -2
**HOMO (spin up / spin down)**: 0.0110 / -0.0570 Ha
**Frontier orbital gap (spin up / spin down)**: 4.505 / 6.349 eV
**ΔE to the lowest compared entry with this formula, charge and spin**: 9.2 kcal/mol

Positions of all 75 atoms, in Å:
H1 -4.0019 3.3397 -1.9290
H2 0.7226 -1.0874 4.1079
C1 -5.1121 0.1791 -1.3719
H3 0.8858 3.0854 0.8812
H4 -2.3625 -0.9818 1.1470
H5 -1.4598 1.9774 4.2776
C2 -2.7533 1.6473 -1.3975
Si1 0.4927 1.5451 2.7887
F1 0.2729 -3.2937 0.1875
H6 -3.3400 -3.0358 2.0972
H7 3.7063 2.9764 -2.0934
C3 -0.3317 0.9327 -4.3692
H8 5.8033 -2.3035 0.9327
H9 -6.1006 2.0445 -1.9073
H10 2.6741 2.2514 3.8099
H11 -2.7512 -1.9208 -3.7530
H12 0.0025 2.7244 4.9468
H13 2.7563 -1.7930 -0.7840
C4 0.3277 3.1343 1.8164
Hg1 0.1383 -0.2453 -0.4530
B1 -0.3219 -2.3490 -0.5604
H14 1.7021 -2.1353 1.7171
H15 3.2729 -1.8793 -2.3151
C5 -0.1804 -1.4988 3.6688
C6 4.7264 -2.3112 -0.9320
H16 3.3977 -3.5559 0.9901
C7 -0.7346 -0.8535 2.5326
C8 -2.1686 2.5366 -4.6798
H17 -3.7786 -1.4184 -0.8449
H18 4.0792 -2.7949 2.4301
C9 -1.8802 -3.2214 3.6659
C10 2.3338 1.3853 3.2321
H19 -1.6136 3.4156 -1.8049
C11 -1.6994 1.2067 -4.4072
N1 2.8297 3.3994 -1.8293
N2 0.1591 -0.2908 -4.1970
H20 5.1882 -3.2921 -1.1139
H21 2.9264 1.3428 2.3133
C12 -1.5492 2.3712 -1.5065
H22 -0.3054 -2.2592 -3.8405
H23 -2.3079 -4.1226 4.0889
N3 -2.5863 3.5768 -4.9417
C13 1.8755 2.4288 -1.4611
H24 -0.2705 -3.1000 5.0800
N4 -2.7215 0.3085 -1.1016
C14 3.7047 -2.5962 1.4135
H25 4.7687 -0.8986 0.6881
C15 -0.7416 -2.6438 4.2138
C16 -2.0979 -1.0902 -3.9817
H26 2.5351 0.4890 3.8279
N5 0.6516 2.7585 -1.7050
C17 -0.7231 -1.2750 -4.0181
C18 -1.9013 -1.4677 1.9996
C19 -5.1568 1.5603 -1.6783
C20 -2.4486 -2.6102 2.5482
N6 -0.2182 0.2574 1.9420
H27 -6.0028 -0.4346 -1.3403
N7 3.3435 -2.3363 -1.4158
H28 0.7072 3.9822 2.3972
H29 5.3350 -1.5760 -1.4735
S1 2.5061 0.9977 -0.7139
C21 -0.3894 1.8322 4.4474
N8 -0.3375 1.8634 -1.3461
C22 4.8235 -1.9844 0.5625
H30 -0.7192 3.3210 1.5653
C23 -3.9989 2.2840 -1.6837
H31 -3.6637 0.3797 -4.1289
C24 -2.6019 0.1744 -4.1866
H32 2.7097 -0.8452 1.8741
H33 2.4576 4.0247 -2.5320
C25 -3.8639 -0.3595 -1.0912
F2 -1.2824 -2.8877 -1.3449
H34 -0.2747 0.9827 5.1249
N9 2.5533 -1.7096 1.3716
H35 0.3838 1.7422 -4.4536



Entry 3:
# C25H35BN3O5

A cluster of 3 separate species, C25H35BN3O5 in total (wB97M-V/def2-TZVPD, the OMol25 dataset).

Results
**Energy**: -1538.00608 Eh
**2S+1**: 1
**Total charge**: +1
**HOMO**: -0.4096 Ha
**Frontier orbital gap**: 6.194 eV

Positions of all 69 atoms, in Å:
C1 1.0717 -2.9824 -0.2864
N1 -0.4132 -0.1811 3.5482
O1 -3.1001 1.7937 5.5836
H1 1.9806 -4.1475 2.0892
H2 0.3008 -7.7810 -4.4971
C2 2.1549 1.0719 -1.6218
H3 1.6135 -5.4372 0.7097
H4 -1.1801 7.1826 1.6095
O2 -1.7549 3.8580 -1.1787
H5 0.3248 -3.3654 0.5303
H6 -2.9424 3.2920 3.0725
C3 2.0949 6.0723 2.6712
H7 -2.6992 1.2351 -2.9489
H8 -1.0632 1.9295 -1.3109
H9 -0.1324 -2.2442 2.4504
C4 -2.8276 2.2357 -2.5284
H10 1.7962 3.0848 -0.2939
C5 -0.2774 1.3257 3.6326
H11 -1.5408 4.4333 1.5392
C6 1.2283 -1.3195 -0.2479
H12 -2.5573 2.1234 -0.3674
C7 0.0108 -1.0610 2.3932
H13 -0.0059 -3.9657 -3.8352
B1 -2.0876 2.5380 4.7535
H14 -3.0026 3.6063 -4.2260
H15 -0.4882 -0.3926 5.7066
H16 3.1468 6.5709 2.9464
H17 3.4622 -5.1144 1.3087
C8 0.9751 -6.5641 -2.8124
C9 2.0960 4.4459 2.7441
H18 -0.6525 -2.0351 4.7860
H19 -3.8991 1.6030 4.9755
H20 2.2700 -1.1852 -2.5141
C10 -2.0249 2.4519 -1.2642
H21 -2.1722 -0.7789 4.8460
H22 -1.3607 3.0389 -3.8675
C11 0.4173 2.0830 2.3135
H23 1.9368 -7.0866 -2.8591
H24 0.4427 -6.8927 -1.9156
O3 -0.6575 2.1689 4.7767
C12 0.6575 3.7056 2.3152
C13 -2.3156 3.3378 -3.4194
H25 3.0337 -2.7872 0.3194
H26 2.6633 1.6081 -2.5514
C14 0.6844 -5.6783 -4.9677
C15 -0.2908 6.4550 1.9311
H27 0.6372 -3.2852 -1.3474
N2 2.4694 -3.5926 -0.0536
C16 1.6280 1.9222 -0.2909
C17 -1.0070 -0.9169 4.7678
N3 1.0201 7.0451 2.3249
C18 -0.4822 4.8409 1.8971
C19 1.9166 -0.5706 -1.5580
H28 -0.0026 -5.4098 -5.7742
C20 -2.0926 4.4641 -2.4339
C21 0.9124 1.2058 1.0015
C22 0.7013 -0.4221 1.0500
C23 0.1724 -6.7804 -4.0766
H29 -3.8941 2.3884 -2.3247
H30 1.6393 -5.9772 -5.4157
O4 1.2451 -5.1581 -2.7269
H31 3.0517 3.8016 3.0465
H32 1.7097 -3.8762 -4.2923
H33 -1.2903 5.1399 -2.7441
H34 -3.0059 5.0504 -2.2869
O5 -2.6581 3.6852 3.9702
C24 2.4001 -4.6259 1.0840
H35 -0.8941 -6.6277 -3.8729
C25 0.9074 -4.5519 -3.9821



Number 2 is which compound?
C25H35BF2HgN9SSi